Entry 1:
Computed, not measured: a 15-piece molecular cluster, C50H120N5O17S7 overall, with the ωB97M-V functional and the def2-TZVPD basis.

Its net charge is 0. As for the gap between HOMO and LUMO (alpha / beta): 0.067 / 0.231 Ha. The HOMO energy (alpha / beta) comes out at -2.0 / -6.5 eV. Its spin multiplicity is 2.

Element x y z (Å)
C -1.996 -1.934 2.205
C -3.397 -1.700 1.518
C -4.458 -1.376 2.524
C -4.606 -2.511 3.647
N -5.804 -2.347 4.603
C -6.057 -3.542 5.512
C -7.584 -3.877 5.416
C -8.252 -2.707 4.751
C -7.133 -2.195 3.833
C -5.769 -1.085 5.542
H -1.901 -2.953 2.580
H -1.715 -1.236 2.995
H -1.234 -1.783 1.441
H -3.688 -2.473 0.807
H -3.345 -0.835 0.858
H -5.337 -1.219 1.899
H -4.287 -0.419 3.017
H -3.777 -2.467 4.354
H -4.662 -3.528 3.259
H -5.842 -3.368 6.567
H -5.470 -4.403 5.193
H -7.963 -4.264 6.362
H -7.693 -4.708 4.719
H -8.529 -2.050 5.576
H -9.111 -2.964 4.131
H -7.252 -1.213 3.374
H -7.063 -2.787 2.920
H -5.669 -0.177 4.949
H -4.870 -1.155 6.155
H -6.642 -0.956 6.182
C 4.062 -2.480 -1.932
C 2.673 -1.992 -2.286
C 2.271 -0.817 -1.432
C 0.796 -0.459 -1.230
N 0.531 0.893 -0.551
C 1.083 0.978 0.870
C 0.163 2.038 1.531
C -1.169 1.954 0.965
C -0.992 1.321 -0.401
C 1.138 2.063 -1.289
H 4.399 -3.245 -2.632
H 4.163 -2.817 -0.901
H 4.727 -1.616 -1.925
H 1.984 -2.790 -2.010
H 2.498 -1.779 -3.341
H 2.708 0.051 -1.927
H 2.703 -0.819 -0.432
H 0.352 -1.221 -0.589
H 0.247 -0.380 -2.168
H 2.165 1.078 0.961
H 0.887 -0.038 1.211
H 0.460 3.080 1.415
H 0.079 1.808 2.593
H -1.650 2.926 0.858
H -1.825 1.380 1.620
H -1.268 1.957 -1.242
H -1.512 0.375 -0.553
H 2.221 1.998 -1.184
H 0.744 2.994 -0.881
H 0.946 2.017 -2.361
O -4.630 0.936 -3.370
C -4.723 -0.013 -2.405
O -3.658 -0.582 -2.209
O -5.762 -0.083 -1.789
H -3.695 0.720 -3.366
C -2.830 6.558 -0.912
S -1.449 5.699 -1.796
O -0.756 4.759 -0.811
C -2.355 4.584 -2.941
H -3.435 5.969 -0.222
H -3.595 6.970 -1.570
H -2.426 7.389 -0.334
H -2.948 5.120 -3.682
H -3.069 4.019 -2.341
H -1.825 3.828 -3.521
C 3.900 0.791 -6.705
S 3.673 -0.215 -5.204
O 2.282 0.171 -4.746
C 3.559 -1.851 -6.107
H 4.927 0.615 -7.023
H 3.712 1.845 -6.502
H 3.179 0.492 -7.466
H 4.086 -1.778 -7.059
H 2.509 -1.995 -6.358
H 3.949 -2.716 -5.570
C 10.250 -0.958 -2.144
S 9.017 0.427 -1.884
O 9.758 1.796 -2.110
C 7.804 -0.020 -3.249
H 9.786 -1.943 -2.195
H 10.983 -0.861 -1.343
H 10.759 -0.651 -3.058
H 7.256 -0.886 -2.878
H 8.262 -0.299 -4.198
H 7.080 0.789 -3.341
C -1.949 4.422 3.608
S -2.240 5.712 2.316
O -3.738 5.712 2.082
C -1.938 7.130 3.479
H -1.944 3.425 3.168
H -2.633 4.446 4.457
H -0.955 4.612 4.014
H -2.673 7.113 4.283
H -2.068 8.063 2.931
H -0.958 7.087 3.955
C -0.484 1.936 5.943
S -2.020 1.143 5.361
O -2.015 1.120 3.844
C -1.366 -0.596 5.845
H 0.247 1.861 5.138
H -0.042 1.374 6.766
H -0.767 2.932 6.286
H -1.410 -0.821 6.910
H -0.400 -0.762 5.369
H -1.998 -1.337 5.356
C 4.625 1.095 4.704
S 3.216 1.554 3.614
O 2.051 0.568 3.934
C 2.801 3.104 4.402
H 4.842 0.034 4.571
H 4.399 1.288 5.752
H 5.551 1.619 4.466
H 2.440 2.937 5.417
H 2.171 3.714 3.754
H 3.689 3.719 4.547
C -1.141 -4.333 -2.536
S -2.004 -4.517 -0.882
O -2.074 -6.054 -0.634
C -3.683 -4.170 -1.564
H -1.332 -3.304 -2.839
H -1.559 -4.967 -3.318
H -0.082 -4.495 -2.335
H -3.862 -4.930 -2.325
H -3.740 -3.205 -2.068
H -4.424 -4.234 -0.767
C 3.851 -5.796 -6.262
O 3.004 -4.983 -5.878
N 4.736 -6.409 -5.421
C 5.522 -7.573 -5.903
C 4.650 -6.280 -4.017
H 3.940 -6.089 -7.320
H 5.534 -7.621 -6.992
H 5.111 -8.553 -5.663
H 6.578 -7.508 -5.640
H 5.601 -6.433 -3.508
H 4.486 -5.252 -3.692
H 3.880 -6.931 -3.602
C 1.673 -3.791 1.365
O 2.359 -4.030 0.387
N 1.981 -2.961 2.344
C 1.134 -2.972 3.544
C 3.228 -2.252 2.435
H 0.713 -4.297 1.555
H 1.609 -3.673 4.230
H 0.139 -3.398 3.415
H 1.040 -1.963 3.948
H 3.614 -2.421 3.441
H 4.013 -2.483 1.715
H 3.029 -1.181 2.462
C -6.683 1.995 1.119
O -7.301 1.643 0.090
N -5.382 2.317 1.178
C -4.799 2.635 2.456
C -4.438 2.390 0.070
H -7.165 2.023 2.108
H -5.497 2.450 3.272
H -4.668 3.714 2.534
H -3.910 2.048 2.685
H -3.896 1.455 0.212
H -4.793 2.431 -0.959
H -3.716 3.204 0.130
O 4.666 1.970 -0.367
C 4.855 3.064 -0.907
O 5.043 4.189 -0.213
C 4.934 4.285 1.184
C 3.843 5.376 1.425
C 5.023 3.313 -2.381
H 5.926 4.523 1.567
H 4.760 3.289 1.593
H 3.872 6.078 0.592
H 3.993 5.905 2.366
H 2.886 4.900 1.214
H 4.075 3.056 -2.855
H 5.929 2.767 -2.645
H 5.159 4.367 -2.620
O -1.402 1.073 -3.741
C -0.811 0.950 -4.783
O -0.813 -0.187 -5.509
C -1.453 -1.315 -4.964
C -2.823 -1.372 -5.760
C -0.056 2.090 -5.486
H -1.649 -1.451 -3.901
H -0.814 -2.179 -5.147
H -3.320 -2.320 -5.553
H -2.679 -1.330 -6.840
H -3.481 -0.601 -5.361
H 0.469 1.824 -6.403
H 0.747 2.456 -4.845
H -0.641 2.973 -5.740

***

Entry 2:
Computed, not measured: one molecule with the formula C4H6N2O, with the ωB97M-V functional and the def2-TZVPD basis.

Its net charge is 0. As for the gap between HOMO and LUMO: 0.311 Ha. The HOMO energy comes out at -8.1 eV. The calculation puts the energy above the lowest of the compared OMol25 structures with the same formula, charge and spin at 130.2 kcal per mole.

Element x y z (Å)
C -1.321 1.162 -1.619
O 0.022 1.231 -1.190
C 0.398 0.399 -0.192
C 1.725 0.214 0.163
N 1.512 -0.803 1.182
C 0.061 -0.959 1.443
N -0.559 -0.324 0.515
H -1.579 0.154 -1.968
H -1.408 1.867 -2.450
H -2.016 1.443 -0.821
H 1.185 -1.841 0.872
H 2.231 -0.834 1.907
H -0.250 -1.709 2.157

***

Entry 3:
Computed, not measured: one molecule with the formula I2O4S2, with the ωB97M-V functional and the def2-TZVPD basis.

Its net charge is 0. As for the gap between HOMO and LUMO (alpha / beta): 0.278 / 0.278 Ha. The SMILES is O=S12=S(I)(OI)(O1)O2. The HOMO energy (alpha / beta) comes out at -9.7 / -9.7 eV. The calculation puts the energy above the lowest of the compared OMol25 structures with the same formula, charge and spin at 77.8 kcal per mole.

Element x y z (Å)
O 1.106 1.597 0.471
O -0.880 0.138 0.277
O -1.758 -2.164 1.242
O 0.386 -1.771 0.044
S 0.654 0.098 0.096
S -1.168 -1.698 0.037
I 0.780 0.183 -2.300
I 0.881 3.617 0.132

***

Entry 4:
Computed, not measured: C7H3Cl3IrO7 as an isolated structure, with the ωB97M-V functional and the def2-TZVPD basis.

Its net charge is 0. As for the gap between HOMO and LUMO (alpha / beta): 0.280 / 0.263 Ha. The HOMO energy (alpha / beta) comes out at -9.2 / -9.4 eV. Its spin multiplicity is 2. The calculation puts the energy above the lowest of the compared OMol25 structures with the same formula, charge and spin at 0.5 kcal per mole.

Element x y z (Å)
Ir -2.323 -0.700 -1.131
Cl 3.694 -0.532 3.105
C 2.452 -0.585 1.901
C 2.803 -0.858 0.571
C 1.847 -0.908 -0.409
Cl 2.304 -1.244 -2.035
C 0.481 -0.679 -0.118
O -0.357 -0.696 -1.115
C 0.155 -0.415 1.229
C -1.191 -0.195 1.634
O -2.199 -0.223 0.913
C 1.148 -0.368 2.231
H 3.839 -1.029 0.315
H -1.360 0.003 2.697
H 0.862 -0.157 3.253
O -3.128 -1.731 -2.180
O -2.032 1.417 -3.451
Cl -1.759 2.109 -2.246
O -0.383 2.135 -1.913
O -2.387 3.370 -2.164
O -2.467 1.288 -1.087

***

Entry 5:
Computed, not measured: one molecule with the formula C4H5ClF2O, with the ωB97M-V functional and the def2-TZVPD basis.

Its net charge is 0. As for the gap between HOMO and LUMO: 0.402 Ha. The SMILES is F/C=C/OC[C@@H](F)Cl. The HOMO energy comes out at -10.0 eV. The calculation puts the energy above the lowest of the compared OMol25 structures with the same formula, charge and spin at 33.2 kcal per mole.

Element x y z (Å)
C 2.397 -0.093 -0.183
C 1.221 0.215 0.379
C -0.829 -0.657 -0.326
C -1.777 0.343 0.362
H 2.760 -1.014 -0.683
H 0.924 1.214 0.838
H -1.301 -1.660 -0.492
H -0.402 -0.279 -1.321
H -1.940 0.187 1.424
O 0.277 -0.903 0.520
F 3.372 0.835 -0.330
F -1.274 1.615 0.070
Cl -3.428 0.199 -0.258

***

Entry 6:
Computed, not measured: C21H58AgN5O6 as an isolated structure, with the ωB97M-V functional and the def2-TZVPD basis.

Its net charge is 0. As for the gap between HOMO and LUMO: 0.095 Ha. The HOMO energy comes out at -6.1 eV. The calculation puts the energy above the lowest of the compared OMol25 structures with the same formula, charge and spin at 196.7 kcal per mole.

Element x y z (Å)
Ag 4.284 -2.534 2.375
C 1.185 3.150 0.598
O 1.584 1.816 0.715
H 1.623 3.840 1.319
H 1.397 3.526 -0.403
H 0.116 3.341 0.698
C 9.117 -1.339 -2.351
C 8.481 -1.343 -0.930
C 8.212 0.044 -0.269
O 8.128 -0.091 1.134
C 7.929 1.073 1.850
N 7.360 -2.222 -1.038
H 8.501 -0.728 -3.012
H 9.143 -2.319 -2.828
H 10.129 -0.936 -2.370
H 9.048 -1.849 -0.149
H 7.380 0.536 -0.773
H 9.075 0.676 -0.484
H 8.679 1.736 1.417
H 8.011 0.950 2.930
H 7.047 1.631 1.536
H 6.610 -1.750 -1.524
H 7.700 -2.882 -1.723
C 2.912 -0.748 -7.746
C 2.432 0.186 -6.667
C 1.309 1.096 -7.124
O 1.672 1.800 -8.308
C 0.675 2.596 -8.816
N 2.073 -0.662 -5.501
H 3.342 -1.622 -7.256
H 3.652 -0.345 -8.438
H 2.055 -1.054 -8.346
H 3.225 0.873 -6.375
H 1.122 1.882 -6.392
H 0.396 0.509 -7.224
H 1.021 3.052 -9.744
H 0.354 3.391 -8.143
H -0.246 2.080 -9.084
H 1.246 -1.176 -5.771
H 1.820 -0.164 -4.660
C 1.588 2.654 7.991
C 0.521 1.629 7.714
C -0.846 2.266 7.396
O -1.841 1.314 7.409
C -3.172 1.881 7.231
N 1.000 0.728 6.667
H 2.453 2.120 8.383
H 1.362 3.430 8.722
H 1.708 3.150 7.028
H 0.483 1.085 8.657
H -0.889 2.812 6.453
H -1.129 2.942 8.202
H -3.852 1.032 7.298
H -3.385 2.380 6.286
H -3.407 2.559 8.052
H 0.243 0.097 6.445
H 1.100 1.279 5.827
C -3.706 -5.010 2.921
C -2.686 -4.425 1.995
C -2.843 -5.126 0.614
O -2.554 -6.506 0.712
C -2.442 -7.137 -0.574
N -2.954 -3.012 1.892
H -4.731 -4.864 2.580
H -3.705 -4.606 3.933
H -3.494 -6.069 3.069
H -1.713 -4.626 2.443
H -2.221 -4.570 -0.088
H -3.870 -4.991 0.275
H -2.382 -8.192 -0.309
H -1.585 -6.936 -1.216
H -3.334 -6.817 -1.114
H -2.844 -2.680 2.840
H -2.141 -2.643 1.421
C -9.024 2.445 -0.468
C -7.921 1.472 -0.702
C -6.611 2.169 -1.086
O -6.850 2.964 -2.248
C -5.688 3.398 -2.917
N -7.764 0.715 0.580
H -8.820 3.042 0.421
H -10.008 2.020 -0.274
H -9.046 3.184 -1.269
H -8.263 0.790 -1.481
H -5.784 1.468 -1.194
H -6.298 2.822 -0.272
H -4.968 2.641 -3.228
H -5.143 4.073 -2.257
H -5.811 3.895 -3.879
H -7.719 1.351 1.363
H -6.809 0.388 0.634

***

Entry 7:
Computed, not measured: one molecule with the formula C6H9NO, with the ωB97M-V functional and the def2-TZVPD basis.

Its net charge is 0. As for the gap between HOMO and LUMO: 0.353 Ha. The SMILES is O[C@]12C[C@@H]1N[C@H]1C[C@H]12. The HOMO energy comes out at -8.7 eV. The calculation puts the energy above the lowest of the compared OMol25 structures with the same formula, charge and spin at 205.6 kcal per mole.

Element x y z (Å)
C -0.871 -0.116 0.077
C -1.210 -1.256 0.880
C 0.222 -1.208 0.333
C 1.114 0.749 -0.455
C 0.709 0.442 -1.836
C -0.436 0.807 -0.998
H 0.084 1.155 1.281
H -1.880 -0.986 1.702
H -1.968 -2.089 0.564
H 0.085 -2.285 -0.338
H 0.956 0.193 1.342
H 1.694 1.687 0.028
H 0.825 0.998 -2.771
H 0.898 -0.705 -2.030
H -1.082 1.755 -1.126
N 1.382 -0.278 0.451
O -0.806 0.714 1.273

***

Entry 8:
Computed, not measured: one molecule with the formula CH4N3P, with the ωB97M-V functional and the def2-TZVPD basis.

Its net charge is 0. As for the gap between HOMO and LUMO (alpha / beta): 0.267 / 0.299 Ha. The HOMO energy (alpha / beta) comes out at -6.4 / -9.7 eV. Its spin multiplicity is 3. The calculation puts the energy above the lowest of the compared OMol25 structures with the same formula, charge and spin at 53.5 kcal per mole.

Element x y z (Å)
C -0.301 1.106 -0.267
N 1.113 0.894 -0.033
N 1.418 -0.448 0.030
N 0.424 -1.233 -0.138
P -1.178 -0.572 -0.105
H -0.556 1.821 0.454
H -0.275 1.207 -1.371
H 0.633 -2.166 0.185
H -1.279 -0.608 1.244

***

Number 1: F_max 0.0804 Eh/bohr. Number 2: F_max 0.0387 Eh/bohr. Number 3: F_max 0.0492 Eh/bohr. Number 4: F_max 0.0035 Eh/bohr. Number 5: F_max 0.0553 Eh/bohr. Number 6: F_max 0.0491 Eh/bohr. Number 7: F_max 0.1260 Eh/bohr. Number 8: F_max 0.0927 Eh/bohr.